{
  "formula": "C2H10O3",
  "method": "wB97M-V/def2-TZVPD",
  "spin_multiplicity": 2,
  "total_charge": 1,
  "e_above_lowest_kcal_mol": 0.00,
  "elements": ["C", "O", "C", "H", "H", "H", "H", "H", "H", "H", "H", "O", "H", "H", "O"],
  "xyz": [[-0.895, -0.718, 0.548], [-0.255, -1.166, -0.595], [0.257, 0.085, 1.346], [-1.300, -1.551, 1.106], [-1.634, -0.006, 0.194], [0.225, -2.020, -0.434], [1.055, -0.603, 1.613], [-0.347, 0.608, 2.097], [0.608, 0.881, 0.689], [-1.669, -0.420, -1.985], [-2.824, -0.775, -2.989], [-2.545, -0.163, -2.304], [2.463, 2.315, 0.433], [3.711, 1.891, -0.245], [3.151, 1.644, 0.526]],
  "forces_ev_per_angstrom": [[-0.4, -0.6, -1.6], [0.4, -0.2, 1.0], [0.1, 1.0, -0.5], [0.1, -0.1, 0.6], [-0.1, 0.3, 0.3], [-0.3, 0.4, -0.2], [-0.2, 0.2, 0.4], [0.1, -0.6, 0.4], [0.2, -0.4, -0.1], [-0.4, -0.1, -0.8], [0.2, -0.1, -0.1], [0.3, 0.2, 0.7], [0.0, 0.1, 0.3], [-0.2, -0.5, 0.8], [0.1, 0.5, -1.2]],
  "lowdin_spin": [0.16, 0.54, 0.22, 0.02, 0.02, 0.00, 0.00, 0.03, 0.00, 0.00, 0.00, 0.01, 0.00, 0.00, 0.00]
}

***

{
  "formula": "C2H10O4",
  "method": "wB97M-V/def2-TZVPD",
  "smiles": "CC=O.O.O.O",
  "total_charge": 0,
  "e_above_lowest_kcal_mol": 38.07,
  "elements": ["O", "C", "C", "H", "H", "H", "H", "H", "H", "O", "H", "H", "O", "H", "H", "O"],
  "xyz": [[0.453, -0.319, 0.007], [-0.457, -1.048, 0.443], [-1.240, -0.880, 1.819], [-0.954, -1.733, -0.317], [-1.622, 0.133, 2.075], [-0.310, -1.173, 2.394], [-1.785, -1.752, 2.070], [-2.640, 1.411, -1.623], [-2.895, 1.769, -3.085], [-3.031, 1.073, -2.417], [2.691, 1.134, -1.097], [1.354, 1.866, -1.375], [2.154, 1.458, -1.841], [2.110, -0.376, 1.211], [3.208, -0.976, 0.425], [2.964, -0.586, 1.312]],
  "forces_ev_per_angstrom": [[-2.1, -1.9, 2.0], [-1.2, 2.4, -1.9], [4.2, -0.3, -0.8], [0.8, 0.0, 0.9], [0.4, -1.0, -0.3], [-0.7, 1.1, 0.5], [-1.5, -0.4, -0.3], [0.3, 0.3, 0.6], [-0.1, -0.5, 0.4], [-0.3, 0.2, -1.1], [-0.3, 0.2, -0.3], [1.7, -1.0, -1.0], [-1.3, 0.8, 1.3], [-5.2, 1.4, -0.6], [-0.3, 0.6, 1.6], [5.6, -1.9, -1.0]],
  "nbo_charge": [-0.57, 0.45, -0.74, 0.13, 0.26, 0.24, 0.23, 0.46, 0.47, -0.94, 0.47, 0.47, -0.94, 0.46, 0.47, -0.93]
}

***

{
  "formula": "C2H10O5",
  "method": "wB97M-V/def2-TZVPD",
  "smiles": "CC(=O)O.O.O.O",
  "total_charge": 0,
  "e_above_lowest_kcal_mol": 73.22,
  "elements": ["O", "C", "O", "C", "H", "H", "H", "H", "H", "H", "O", "H", "H", "O", "H", "H", "O"],
  "xyz": [[-0.855, 0.155, 1.038], [-0.121, 1.021, 0.273], [0.858, 1.460, 0.820], [-0.031, 0.630, -1.206], [1.854, 0.543, 0.625], [0.940, 0.130, -1.272], [0.033, 1.465, -1.911], [-0.860, 0.070, -1.637], [-0.388, -0.724, 1.009], [0.159, -2.437, 0.183], [1.089, -2.349, 0.432], [-2.670, 1.254, -0.517], [-2.974, 0.276, 0.470], [-3.356, 0.594, -0.371], [1.313, -1.386, 0.199], [2.432, -0.427, 1.409], [2.575, -0.277, 0.456]],
  "forces_ev_per_angstrom": [[-1.0, -0.4, 0.0], [2.0, -3.8, -0.4], [-1.0, 2.9, 0.2], [-0.8, 1.5, -0.9], [3.0, -1.8, -1.6], [-0.2, -0.2, 0.0], [0.3, 0.3, 0.4], [0.0, -0.4, 0.7], [-0.5, 0.9, 0.2], [0.1, -0.6, -0.1], [-1.0, 1.6, -0.3], [-0.4, 0.4, -0.7], [-0.7, -0.4, -0.3], [0.8, 0.1, 0.9], [0.7, -1.8, 0.2], [1.2, -1.1, 0.0], [-2.6, 2.7, 1.6]],
  "nbo_charge": [-0.76, 0.84, -0.57, -0.76, 0.46, 0.28, 0.26, 0.25, 0.51, 0.45, -0.95, 0.45, 0.48, -0.92, 0.47, 0.47, -0.95]
}

***

{
  "formula": "C2H10OSSi2",
  "method": "wB97M-V/def2-TZVPD",
  "total_charge": 0,
  "e_above_lowest_kcal_mol": 0.00,
  "elements": ["C", "C", "O", "Si", "Si", "S", "H", "H", "H", "H", "H", "H", "H", "H", "H", "H"],
  "xyz": [[1.223, 0.907, 0.924], [-0.081, -1.708, 0.440], [1.174, -0.175, -1.609], [0.232, 2.301, 0.170], [-1.548, -1.451, -0.786], [1.394, -0.684, -0.252], [2.308, 1.148, 1.073], [0.862, 0.692, 1.998], [0.437, -2.619, 0.106], [-0.290, -1.873, 1.520], [0.429, 3.351, 1.119], [0.848, 2.640, -1.145], [-1.189, 1.706, -0.148], [-1.300, -2.233, -1.989], [-1.694, -0.187, -1.289], [-2.804, -1.817, -0.133]],
  "forces_ev_per_angstrom": [[1.0, -1.7, 0.9], [0.6, -0.2, -1.8], [-0.9, -0.1, -0.6], [-0.6, -1.7, -1.7], [0.6, -1.9, 1.0], [0.0, 1.5, 3.6], [-0.9, 0.2, -0.3], [0.3, -0.2, -1.7], [-0.8, -0.4, 0.2], [0.4, 1.0, -0.7], [-0.4, 0.9, 0.6], [-0.2, 0.2, 0.3], [1.1, 1.0, 0.6], [0.0, -0.5, -0.1], [-0.2, 2.5, -0.6], [-0.2, -0.3, 0.2]],
  "nbo_charge": [-1.06, -1.05, -0.95, 0.87, 0.88, 1.24, 0.25, 0.25, 0.24, 0.27, -0.16, -0.14, -0.14, -0.16, -0.17, -0.17]
}

***

{
  "formula": "C2H10P2Si2",
  "method": "wB97M-V/def2-TZVPD",
  "total_charge": 0,
  "e_above_lowest_kcal_mol": 66.81,
  "elements": ["C", "C", "Si", "Si", "P", "P", "H", "H", "H", "H", "H", "H", "H", "H", "H", "H"],
  "xyz": [[-1.579, 1.422, 0.439], [2.130, -0.829, -0.595], [-3.801, -0.489, 0.258], [3.491, 0.268, 0.409], [-0.416, 1.075, -0.722], [0.525, -0.616, 0.219], [-2.384, 2.235, 0.288], [-1.711, 0.875, 1.415], [2.205, -0.758, -1.761], [2.618, -1.726, -0.267], [-2.644, -1.368, 0.187], [-5.024, -0.838, 1.187], [-4.298, 0.532, -0.756], [4.535, -0.061, -0.427], [3.454, -0.326, 1.820], [3.196, 1.615, 0.774]],
  "forces_ev_per_angstrom": [[-2.5, 0.3, 1.4], [0.8, 1.9, -1.3], [-1.6, 1.3, 0.7], [-3.1, -1.7, 1.2], [0.8, -0.4, -0.3], [-0.5, 0.2, 0.2], [1.6, -1.2, 0.1], [0.5, 0.8, -0.9], [-0.1, 0.1, 2.2], [-0.2, -1.0, 0.0], [-0.1, -0.3, -0.3], [1.3, 0.0, -0.9], [0.5, -1.0, 0.2], [2.3, -0.1, -0.9], [0.4, -0.1, -0.9], [-0.1, 1.2, -0.4]],
  "nbo_charge": [-0.90, -1.16, 0.49, 0.87, 0.32, 0.28, 0.24, 0.23, 0.26, 0.24, -0.13, -0.14, -0.13, -0.17, -0.15, -0.16]
}

***

{
  "formula": "C2H11N10",
  "method": "wB97M-V/def2-TZVPD",
  "total_charge": 1,
  "e_above_lowest_kcal_mol": 0.00,
  "elements": ["C", "C", "N", "N", "N", "N", "N", "N", "N", "N", "N", "N", "H", "H", "H", "H", "H", "H", "H", "H", "H", "H", "H"],
  "xyz": [[-0.166, -1.629, 0.460], [0.082, 1.722, 1.237], [-0.156, -2.191, 1.787], [-0.169, -1.928, -3.044], [0.092, -0.717, -3.254], [-0.257, -2.459, -0.567], [0.415, 2.633, 2.206], [-0.436, 2.302, 0.118], [0.453, 0.255, -2.741], [0.826, 1.383, -2.496], [0.138, -0.344, 0.267], [0.343, 0.447, 1.333], [-0.978, -1.809, 2.332], [-0.585, -2.254, -3.943], [-0.368, -3.434, -0.362], [-0.322, -2.180, -1.558], [0.139, 3.503, 1.749], [-0.008, 2.474, 3.085], [-0.160, 3.271, 0.019], [-0.352, 1.732, -0.786], [-0.466, -3.152, 1.912], [1.858, 1.496, -2.525], [0.348, 0.041, 2.277]],
  "forces_ev_per_angstrom": [[1.2, 0.7, 1.3], [-0.1, 1.3, -1.1], [-2.3, 1.1, 0.7], [-0.8, -0.5, -1.9], [0.1, 0.6, -1.0], [-0.3, -0.2, 1.4], [-0.1, 0.1, -1.6], [1.0, -2.1, -1.3], [0.3, -0.7, -0.1], [0.4, 1.5, 0.8], [-1.1, -2.4, -1.7], [-0.8, -0.1, 2.0], [1.3, 0.4, -0.6], [0.5, -0.1, 0.9], [-0.1, -0.1, 0.0], [0.2, -0.1, 0.0], [0.2, 0.2, 1.5], [-0.2, 0.1, 1.2], [-0.3, -0.1, -0.4], [-0.1, 1.2, 1.7], [0.8, -0.4, -1.0], [-0.4, -0.4, -0.3], [0.6, 0.1, -0.4]],
  "nbo_charge": [0.60, 0.64, -0.86, -0.57, 0.17, -0.77, -0.76, -0.78, 0.22, -0.45, -0.47, -0.36, 0.38, 0.38, 0.40, 0.41, 0.39, 0.41, 0.39, 0.45, 0.40, 0.37, 0.41]
}

***

{
  "formula": "C2H11N2O",
  "method": "wB97M-V/def2-TZVPD",
  "spin_multiplicity": 2,
  "total_charge": 0,
  "e_above_lowest_kcal_mol": 11.99,
  "elements": ["N", "C", "C", "N", "H", "H", "H", "H", "H", "H", "H", "H", "H", "H", "H", "O"],
  "xyz": [[0.103, 1.154, -0.184], [0.168, -0.333, -0.220], [-1.278, -0.876, -0.265], [-2.048, -0.029, -1.180], [-0.182, 1.515, 0.722], [-0.685, 1.412, -0.854], [1.007, 1.500, -0.549], [0.800, -0.831, 0.479], [0.634, -0.536, -1.269], [-1.729, -0.919, 0.746], [-1.282, -1.952, -0.577], [-2.996, -0.230, -0.847], [-1.965, -0.306, -2.155], [3.447, 0.841, 1.999], [3.124, -0.514, 2.428], [2.881, 0.105, 1.724]],
  "forces_ev_per_angstrom": [[-0.6, -0.9, -0.9], [-0.8, -1.0, -2.9], [1.0, -1.0, 0.0], [-1.2, -0.6, 1.1], [0.3, 0.5, 0.9], [0.7, -0.1, 0.5], [0.5, 0.9, 0.1], [0.4, 0.4, 0.8], [-0.7, 0.2, 1.7], [0.1, 0.5, -0.6], [0.3, 0.7, 0.0], [0.0, 0.7, -0.9], [0.0, -0.2, 0.2], [-0.3, 0.3, -0.5], [-0.4, -0.4, -0.2], [0.6, 0.0, 0.7]],
  "nbo_charge": [-1.08, -0.35, -0.26, -0.87, 0.35, 0.41, 0.29, 0.24, 0.19, 0.20, 0.18, 0.37, 0.37, 0.46, 0.46, -0.97]
}

***

{
  "formula": "C2H11N2O",
  "method": "wB97M-V/def2-TZVPD",
  "total_charge": 1,
  "e_above_lowest_kcal_mol": 8.96,
  "elements": ["C", "N", "H", "H", "H", "H", "H", "H", "N", "C", "O", "H", "H", "H", "H", "H"],
  "xyz": [[-1.682, -0.729, -1.033], [-1.444, 0.519, -0.241], [-2.601, -0.626, -1.606], [-1.707, -1.594, -0.370], [-0.855, -0.864, -1.719], [-1.803, 0.430, 0.714], [-0.405, 0.726, -0.126], [-1.954, 1.302, -0.664], [1.252, 1.107, 0.218], [1.777, -0.101, 0.838], [0.691, -1.026, 0.891], [1.568, 1.187, -0.737], [1.404, 1.960, 0.741], [2.121, 0.112, 1.856], [2.606, -0.480, 0.252], [1.033, -1.923, 0.987]],
  "forces_ev_per_angstrom": [[0.0, -0.2, 0.0], [-0.6, -0.1, 0.2], [0.0, -0.1, 0.2], [-0.1, 0.3, -0.1], [0.1, 0.1, -0.1], [0.0, -0.1, -0.2], [0.0, 0.3, 0.1], [0.4, -0.1, 0.1], [-0.3, -0.4, -0.1], [-0.2, 0.4, 0.4], [0.2, -0.1, -0.2], [0.3, 0.4, 0.0], [0.2, -0.1, -0.1], [0.0, 0.0, -0.2], [0.1, -0.3, -0.1], [0.0, 0.1, 0.1]],
  "nbo_charge": [-0.42, -0.71, 0.23, 0.24, 0.23, 0.43, 0.47, 0.43, -0.87, 0.08, -0.76, 0.39, 0.41, 0.18, 0.17, 0.50]
}